No. 1
The following is a DFT calculation (ωB97M-V/def2-TZVPD) of a molecular structure, C31H31N5 at a distorted geometry.

Structure (XYZ):
```
67
Properties=species:S:1:pos:R:3:nbo_charge:R:1
C 2.641 3.851 -1.441 -0.2899
N -2.232 -0.304 4.606 -0.4229
C -2.114 -4.561 -1.165 -0.2789
N 2.011 6.210 -1.410 -0.3878
C -2.361 -3.291 -1.684 0.1054
C -0.945 -0.323 1.139 -0.1527
H 2.485 7.335 -3.122 0.2082
C 2.842 -2.455 -2.261 -0.1571
H 3.079 1.793 -1.453 0.2144
C 2.945 6.592 -2.469 -0.4058
C 1.342 2.196 -0.246 -0.1087
H -0.267 3.018 0.910 0.2340
C -4.325 -4.154 -2.918 -0.2303
H 1.834 8.258 -0.966 0.2111
H 3.841 7.031 -2.031 0.1984
C -3.683 -0.445 4.519 -0.4068
C 0.768 4.549 -0.116 -0.2962
N -2.501 -1.434 -2.266 -0.1272
H 2.242 -6.026 -0.948 0.2225
C 0.167 0.533 1.242 -0.1993
C -3.493 -3.083 -2.590 0.0101
H 0.939 7.196 0.121 0.2103
C 1.816 4.889 -0.985 0.2605
H -3.960 -1.496 4.475 0.1974
H 2.189 0.027 -1.538 0.2063
C 2.414 -5.025 -1.314 -0.2029
H -0.167 1.343 4.516 0.2170
C -1.742 -0.572 2.222 -0.2603
H 3.225 5.742 -3.087 0.2120
C 1.234 7.347 -0.916 -0.4081
C 1.595 -0.232 -0.682 -0.3116
C -0.358 0.856 3.577 -0.3114
C 3.428 -3.531 -2.890 -0.2187
N -3.530 -1.743 -2.967 -0.2953
C -1.457 -0.004 3.473 0.2354
H -2.585 -1.233 2.124 0.2336
C 2.038 -2.641 -1.124 -0.0435
H -0.594 -0.279 5.926 0.2107
H -4.159 0.010 5.386 0.2007
H -1.175 -0.776 0.189 0.2846
H -4.682 -6.227 -2.618 0.1950
C -1.679 -0.187 5.952 -0.4040
C 1.042 0.816 0.094 0.2501
H -2.785 -6.577 -1.122 0.1907
C 2.405 2.549 -1.095 -0.1159
C 3.224 -4.812 -2.414 -0.1616
C 0.545 3.249 0.245 -0.1091
N -1.708 -2.076 -1.490 -0.4098
H 3.481 4.084 -2.072 0.2190
H 1.204 -4.115 0.187 0.2198
H -4.046 0.064 3.626 0.2140
C -4.046 -5.392 -2.374 -0.2588
H -1.944 0.773 6.388 0.1816
H 3.004 -1.466 -2.652 0.2050
C 1.829 -3.955 -0.677 -0.1571
C 1.449 -1.554 -0.394 0.0351
H 0.114 5.320 0.245 0.2219
H 0.349 7.488 -1.535 0.2013
H -2.066 -0.980 6.589 0.2055
C 0.417 1.139 2.490 -0.0934
H 4.048 -3.369 -3.759 0.2190
H 1.243 1.822 2.586 0.2076
H -5.159 -3.993 -3.578 0.2046
C -2.963 -5.592 -1.518 -0.2437
H 0.872 -1.820 0.473 0.2242
H -1.272 -4.710 -0.513 0.1832
H 3.700 -5.647 -2.901 0.2185
```

total charge = 0
molecular weight = 473.6 g/mol
highest occupied orbital energy = -5.86 eV
lowest unoccupied orbital energy = -2.225 eV
F_max = 12.367 eV/Å
Kohn-Sham gap = 3.63 eV

=====

No. 2
The following is a DFT calculation (ωB97M-V/def2-TZVPD) of a single C21H16BrClF2N4O3S molecule at a distorted geometry.

Structure (XYZ):
```
49
Properties=species:S:1:pos:R:3:nbo_charge:R:1
H -4.479 -1.008 -0.113 0.2102
H 5.525 4.304 -1.893 0.2215
C 4.940 1.801 -0.652 0.0588
C 1.086 -1.283 1.248 -0.2077
H 7.299 1.045 0.026 0.2461
N -1.097 -0.894 0.366 -0.4531
C -4.900 -0.722 2.479 -0.4066
H 0.325 -1.812 -0.816 0.2137
H -4.737 -1.773 2.283 0.2153
H -3.742 1.956 0.563 0.1958
C 2.473 -1.900 1.127 0.6724
C 8.638 2.311 -1.042 -0.1548
H -3.020 -0.447 3.573 0.2237
N -2.792 0.229 1.612 -0.4725
O -7.517 -1.829 1.197 -0.6559
C -1.406 -0.299 1.523 0.4060
F 3.242 3.434 -1.449 -0.2916
H -5.541 -0.775 3.428 0.2148
Cl -0.821 0.754 4.165 0.0192
H 7.832 5.275 -2.576 0.2490
S 2.463 1.155 -0.429 0.3712
H -8.329 -1.986 0.725 0.4985
C 0.076 -1.476 0.252 0.0814
C -4.833 -0.029 0.087 -0.4022
C 6.452 3.764 -1.605 -0.1733
H 4.348 -1.608 1.169 0.4423
N 4.917 0.602 0.009 -0.4718
H -3.011 0.760 -0.536 0.2232
C 7.394 1.863 -0.633 -0.1877
C -0.504 -0.138 2.665 -0.0888
N 3.556 -1.202 0.675 -0.6204
C 7.713 4.292 -2.061 -0.2644
C 6.268 2.535 -0.977 -0.0657
C 0.709 -0.674 2.473 -0.1774
H 1.391 -0.804 3.300 0.2390
H -5.407 0.406 -0.782 0.2416
C 3.684 2.273 -1.019 0.1910
O 2.706 -3.045 1.445 -0.5547
C 3.700 0.055 0.096 0.2224
C -3.537 0.833 0.372 -0.1952
Br 10.142 1.359 -0.423 0.0834
O -7.670 0.014 -0.108 -0.6208
C -5.760 -0.141 1.277 -0.3352
C 8.816 3.501 -1.718 0.3647
C -3.649 0.092 2.829 -0.2151
H -6.110 0.816 1.685 0.2273
C -7.099 -0.635 0.795 0.7997
H -3.879 1.066 3.355 0.1978
F 10.073 3.912 -2.036 -0.3147
```

relative energy (zero: lowest compared OMol25 entry of this formula, charge and spin) = 0.0 kcal per mole
total charge = 0
molecular weight = 557.8 g/mol
highest occupied orbital energy = -8.51 eV
SMILES string = O=C(Nc1nc(-c2ccc(F)c(Br)c2)c(F)s1)c1cnc(N2CCC(C(=O)O)CC2)c(Cl)c1
lowest unoccupied orbital energy = -0.001 eV
F_max = 4.063 eV/Å
Kohn-Sham gap = 8.50 eV

=====

No. 3
The following is a DFT calculation (ωB97M-V/def2-TZVPD) of 2 unconnected molecules or ions with the total composition C3H10NOS at a distorted geometry.

Structure (XYZ):
```
16
Properties=species:S:1:pos:R:3:nbo_charge:R:1
S -2.166 -1.027 -1.231 -0.7254
C 1.458 1.420 0.036 -0.4079
H 1.823 1.340 1.058 0.1783
H 1.797 -1.609 -1.389 0.4505
H 0.486 -1.951 -0.871 0.5002
H 0.984 2.414 -0.075 0.1561
H -2.709 -0.246 0.897 0.1913
O 1.189 -2.358 -1.408 -0.9618
H -0.432 0.369 1.829 0.1608
H -1.288 1.358 0.637 0.1375
N 0.448 0.356 -0.096 -0.6555
H -1.417 -1.567 1.035 0.1702
C -0.701 0.417 0.767 -0.2333
H 0.059 0.524 -1.029 0.3790
H 2.247 1.237 -0.689 0.1873
C -1.778 -0.677 0.528 -0.5273
```

relative energy (zero: lowest compared OMol25 entry of this formula, charge and spin) = 21.9 kcal per mole
total charge = -1
molecular weight = 108.2 g/mol
highest occupied orbital energy = -2.49 eV
lowest unoccupied orbital energy = 3.712 eV
F_max = 1.812 eV/Å
Kohn-Sham gap = 6.20 eV

=====

Q: Among the records above, which one has the lowest highest occupied orbital energy?
A: C21H16BrClF2N4O3S

=====

Q: Which formula does entry 3 have?
A: C3H10NOS